Record 1
Density functional theory data (wB97M-V/def2-TZVPD) for a cluster of 15 separate species, C42H86Cl28O3S in total.

Structure (XYZ):
```
160
C42H86Cl28O3S, DFT wB97M-V/def2-TZVPD
C -0.25623 -6.35212 2.73991
C -0.16094 -4.77717 2.78893
C 1.34138 -4.31558 2.86039
C 1.77470 -3.79686 4.30909
C 1.70620 -2.23742 4.28470
C 2.97457 -1.49838 3.73139
C 4.12907 -2.40279 3.17000
C 4.84599 -1.55162 2.02943
C 4.06094 -1.82878 0.67963
C 3.00858 -0.69112 0.33491
C 1.54626 -1.21170 0.56635
C 0.44088 -0.21206 0.01345
C -0.58424 0.21029 1.12193
C -1.35555 -1.01226 1.74582
O -2.79577 -0.83087 1.59919
S -3.63220 -2.23365 1.90253
O -3.05786 -2.90368 3.11056
O -3.28905 -3.27389 0.62972
H -1.00995 -6.72791 3.46960
H -0.57383 -6.68795 1.72515
H 0.72278 -6.82254 2.98670
H -0.78096 -4.30615 3.58038
H -0.55055 -4.41007 1.80247
H 1.46119 -3.43228 2.17810
H 2.05775 -5.08178 2.47759
H 1.05567 -4.21936 5.05223
H 2.76961 -4.22802 4.54944
H 1.50296 -1.88657 5.32658
H 0.79696 -1.95714 3.69172
H 3.41030 -0.91122 4.57710
H 2.68587 -0.72787 2.97439
H 3.80602 -3.33641 2.67135
H 4.86731 -2.55503 3.98992
H 5.88957 -1.93379 1.91110
H 4.85567 -0.46155 2.26599
H 3.45984 -2.77022 0.73867
H 4.78555 -1.99798 -0.15509
H 3.25769 0.18922 0.96603
H 3.10057 -0.49467 -0.75704
H 1.31189 -1.35024 1.64657
H 1.38281 -2.20308 0.07987
H -0.13248 -0.77341 -0.76100
H 0.91866 0.69546 -0.41343
H -1.35770 0.85199 0.62691
H -0.12809 0.78252 1.95840
H -1.14415 -1.09723 2.83408
H -1.01505 -1.97969 1.29104
H -2.77304 -4.00548 1.01555
Cl 0.02542 4.67014 -0.84093
C -0.35586 4.17139 -2.51325
C -0.25309 2.67634 -2.69003
Cl 1.42710 2.08717 -2.57504
H 0.31666 4.70314 -3.18533
H -1.38562 4.50837 -2.72013
H -0.61620 2.39643 -3.67246
H -0.84494 2.14571 -1.94337
Cl -0.73739 -5.07574 -1.90991
C -0.83751 -3.29632 -1.91061
C -0.98134 -2.73124 -3.30484
Cl 0.49966 -2.94585 -4.27302
H 0.05022 -2.90941 -1.41316
H -1.70904 -3.02722 -1.31333
H -1.17118 -1.65881 -3.25079
H -1.80624 -3.19742 -3.84135
Cl -3.05169 5.12032 -3.80275
C -3.37875 6.86729 -3.66938
C -3.70833 7.48350 -5.00754
Cl -2.27671 7.54406 -6.07393
H -2.51190 7.34771 -3.21629
H -4.22114 6.96906 -2.98280
H -4.03814 8.51343 -4.87084
H -4.50065 6.93680 -5.51728
Cl 3.82539 -5.76672 8.09245
C 2.58178 -4.69327 8.78117
C 1.20127 -5.30801 8.72684
Cl 0.59273 -5.43799 7.05988
H 2.61838 -3.74671 8.24301
H 2.86294 -4.50840 9.81815
H 0.49516 -4.68146 9.27343
H 1.18740 -6.30247 9.17062
Cl 4.34401 -3.90090 -3.07416
C 3.99967 -4.35183 -4.76168
C 3.96933 -5.85017 -4.94429
Cl 5.57692 -6.59330 -4.75378
H 4.74703 -3.87987 -5.39785
H 3.02496 -3.93276 -5.01156
H 3.62514 -6.09573 -5.94900
H 3.29660 -6.32198 -4.22876
Cl -2.41992 3.54151 -8.94511
C -0.95137 3.27556 -7.97200
C -1.14658 2.20131 -6.92989
Cl -2.27212 2.71736 -5.65020
H -0.66936 4.22603 -7.52052
H -0.16544 2.97974 -8.66157
H -0.19507 1.97471 -6.44615
H -1.53237 1.28272 -7.36961
Cl -6.17826 5.76907 -2.43858
C -5.94910 4.74914 -0.99379
C -5.44760 5.54554 0.18695
Cl -3.77372 6.11637 -0.04964
H -5.26379 3.94370 -1.25489
H -6.91625 4.30912 -0.75932
H -5.44509 4.91998 1.08011
H -6.07606 6.41197 0.38052
Cl 5.83359 5.23790 -4.00539
C 4.57840 6.24759 -3.24416
C 3.23807 5.55120 -3.19374
Cl 2.52160 5.35470 -4.81424
H 4.52078 7.18548 -3.79465
H 4.91836 6.46550 -2.23185
H 2.53550 6.14339 -2.60649
H 3.31501 4.56474 -2.73815
Cl 2.54681 4.36841 -9.17731
C 2.82440 6.04354 -9.71027
C 2.44901 7.05497 -8.65109
Cl 0.68847 7.14512 -8.36915
H 2.26473 6.20213 -10.63077
H 3.88716 6.12708 -9.93740
H 2.76359 8.04917 -8.96868
H 2.93018 6.83235 -7.69920
Cl 2.14947 -7.25912 -1.02458
C 3.22058 -8.67630 -0.87945
C 4.21361 -8.75169 -2.01669
Cl 3.42744 -9.12686 -3.57060
H 2.59843 -9.56870 -0.83012
H 3.75045 -8.57695 0.06803
H 4.93632 -9.54589 -1.82893
H 4.75869 -7.81509 -2.13151
Cl -2.55220 -5.11328 8.33005
C -2.79415 -3.34687 8.40549
C -2.95706 -2.72104 7.03624
Cl -1.45082 -2.75607 6.08811
H -1.95176 -2.91489 8.94432
H -3.69714 -3.18033 8.99310
H -3.23635 -1.67260 7.14258
H -3.73097 -3.22321 6.45755
Cl 5.77699 -2.15672 6.92143
C 6.74344 -0.84148 6.20696
C 6.33534 0.51721 6.73026
Cl 4.71530 0.99008 6.16234
H 6.64142 -0.89874 5.12361
H 7.78442 -1.03830 6.46342
H 7.03149 1.27586 6.37235
H 6.33320 0.54322 7.81885
Cl -8.22481 6.52239 1.81385
C -8.58065 8.26327 1.94307
C -8.94408 8.86907 0.60750
Cl -7.55100 8.92573 -0.50142
H -7.71268 8.75314 2.38167
H -9.41578 8.36505 2.63600
H -9.28099 9.89623 0.74749
H -9.74210 8.31126 0.11981
Cl -5.34707 0.97080 -2.03377
C -5.98827 -0.05514 -0.72565
C -7.33857 0.41993 -0.23764
Cl -7.22737 1.97473 0.62613
H -5.25506 -0.07146 0.08016
H -6.07603 -1.06422 -1.12868
H -7.75375 -0.30348 0.46404
H -8.04237 0.53980 -1.05981
```

Output
- Kohn-Sham gap: 10.21 eV
- HOMO: -9.86 eV
- Energy: -412556.672 eV

Record 2
Density functional theory data (wB97M-V/def2-TZVPD) for a cluster of 11 separate species, C42H87F9O24 in total.

Structure (XYZ):
```
162
C42H87F9O24, DFT wB97M-V/def2-TZVPD
C -21.44147 -10.29414 -4.00069
C -21.38020 -9.89751 -2.49952
O -21.56240 -11.12747 -1.77922
C -20.56256 -11.71993 -1.08498
O -19.45060 -11.23451 -1.00516
C -21.00787 -12.99251 -0.38348
F -19.96524 -13.79316 0.02428
F -21.72168 -12.64357 0.67190
F -21.84162 -13.65304 -1.15618
H -22.41690 -10.66393 -4.31674
H -20.62013 -10.96696 -4.24728
H -21.25072 -9.40461 -4.60107
H -22.11455 -9.19587 -2.10388
H -20.38616 -9.46587 -2.38260
C -19.20051 -10.46849 10.47822
C -19.26775 -10.11727 8.95429
O -20.59034 -9.88224 8.55135
C -21.40968 -10.97204 8.20239
O -20.99910 -12.16086 8.24880
C -22.97375 -10.74393 7.86940
F -23.49338 -9.55854 8.33910
F -23.18732 -10.93166 6.52373
F -23.66971 -11.75099 8.40272
H -19.71773 -11.38198 10.77166
H -19.72205 -9.72773 11.08431
H -18.14415 -10.32747 10.70695
H -18.74808 -10.81459 8.29718
H -18.76873 -9.15267 8.86145
C -25.45941 -8.11595 5.10372
C -25.39602 -8.86054 3.76605
O -26.46362 -8.44948 2.96276
C -26.60571 -7.27901 2.34649
O -25.77350 -6.38093 2.23243
C -27.94637 -7.22651 1.56013
F -27.73516 -7.31584 0.27652
F -28.66549 -8.32514 1.92414
F -28.57406 -6.05936 1.87690
H -24.97397 -8.73182 5.86079
H -26.47629 -7.91955 5.44354
H -24.84989 -7.22115 5.22983
H -25.48809 -9.92402 3.98659
H -24.44374 -8.64994 3.27931
C -26.35621 -4.98876 -0.93423
O -27.36570 -5.46117 -1.87274
C -27.09077 -5.32544 -3.15635
O -26.15025 -4.69135 -3.69498
O -28.10213 -5.87081 -3.82555
C -27.94614 -6.05556 -5.23068
H -25.71006 -4.22055 -1.35901
H -25.74953 -5.82486 -0.58643
H -26.89151 -4.61597 -0.06097
H -28.93366 -6.32282 -5.60678
H -27.24503 -6.81731 -5.57170
H -27.68435 -5.15087 -5.77942
C -24.57604 -8.74896 -0.24388
O -24.18183 -9.53546 0.82888
C -22.91579 -9.52218 1.14449
O -22.05710 -8.88509 0.55813
O -22.73884 -10.37471 2.16276
C -21.51576 -10.32819 2.98494
H -24.06947 -9.02754 -1.16794
H -24.38203 -7.70823 0.01568
H -25.63774 -8.92582 -0.41594
H -21.00665 -11.29196 2.97827
H -21.63600 -10.22899 4.06373
H -20.67354 -9.71273 2.66878
C -28.49496 -14.45027 2.38995
O -28.48615 -13.12378 2.93019
C -27.55293 -12.21923 2.43280
C -26.13796 -12.71933 2.29237
O -25.50913 -13.08379 3.52530
C -24.11545 -13.34720 3.43843
H -29.50488 -14.86017 2.37729
H -27.82645 -15.09756 2.95760
H -28.06005 -14.40200 1.39164
H -27.55385 -11.35933 3.10263
H -28.00798 -11.84207 1.51695
H -25.66722 -11.79877 1.94731
H -26.13964 -13.49566 1.52726
H -23.50945 -12.47860 3.18080
H -23.92030 -14.00075 2.58820
H -23.78847 -13.76367 4.39119
C -24.86846 -12.89583 -0.95021
O -26.22989 -13.28088 -0.78747
C -27.21206 -12.44736 -1.35421
C -28.64951 -13.05632 -1.25929
O -28.60467 -14.40067 -1.68165
C -29.82247 -15.09844 -1.36900
H -24.20401 -13.52006 -0.35277
H -24.60750 -11.89401 -0.60911
H -24.53152 -13.02542 -1.97869
H -26.92918 -12.22782 -2.38371
H -27.25096 -11.46510 -0.88330
H -29.36298 -12.48889 -1.85685
H -28.93632 -12.95343 -0.21274
H -29.75959 -16.17121 -1.55152
H -30.71000 -14.65483 -1.82023
H -30.05172 -15.11377 -0.30350
C -22.17090 -6.06113 -2.60359
O -22.82397 -5.77321 -1.33078
C -21.92926 -5.28432 -0.29760
C -22.71004 -4.72925 0.84403
O -23.51165 -3.58513 0.37133
C -24.37285 -2.89363 1.22767
H -22.95222 -6.48514 -3.23435
H -21.40930 -6.80353 -2.36501
H -21.76690 -5.20275 -3.14030
H -21.18878 -4.55654 -0.62945
H -21.38636 -6.15623 0.06726
H -22.12478 -4.29351 1.65377
H -23.39601 -5.40221 1.35849
H -25.14097 -2.25133 0.79695
H -23.84819 -2.25094 1.93462
H -25.02476 -3.60133 1.73981
C -18.37555 -11.03056 4.40068
O -18.33276 -9.80410 3.65894
C -17.56393 -9.71029 2.49567
C -17.44433 -8.28162 1.97632
O -17.74346 -8.22721 0.56005
C -19.13794 -8.29135 0.30382
H -17.33975 -11.22336 4.68003
H -18.67365 -11.78771 3.67544
H -19.04330 -11.00566 5.26184
H -17.86606 -10.40560 1.71250
H -16.62457 -10.08170 2.90525
H -16.47139 -7.82320 2.15332
H -18.00151 -7.49171 2.47999
H -19.43683 -8.16727 -0.73704
H -19.56965 -7.46342 0.86621
H -19.50631 -9.28835 0.54545
C -21.05350 -4.66746 7.82940
O -21.53312 -5.97944 7.40913
C -20.56323 -6.64906 6.58399
C -21.19405 -7.83614 5.81223
O -22.19686 -7.55118 4.85200
C -21.68347 -6.93186 3.60317
H -20.11212 -4.83420 8.35296
H -21.76385 -4.18111 8.49796
H -20.90858 -3.98813 6.98939
H -19.75131 -7.02200 7.20834
H -20.14075 -5.91406 5.89888
H -21.71627 -8.45757 6.53970
H -20.36829 -8.42325 5.41035
H -22.44468 -7.15307 2.85501
H -20.73914 -7.36949 3.27939
H -21.60910 -5.84515 3.56269
C -24.92540 -8.33834 -3.89455
O -26.06289 -9.06521 -3.39880
C -26.52386 -10.21458 -4.18864
C -26.88812 -9.89156 -5.66020
O -25.65406 -9.85861 -6.44259
C -25.87290 -9.75764 -7.85714
H -24.91351 -7.96448 -4.91836
H -24.00922 -8.91454 -3.76517
H -24.89450 -7.47302 -3.23246
H -27.33261 -10.75241 -3.69390
H -25.69531 -10.92268 -4.17429
H -27.45613 -8.97961 -5.84408
H -27.53596 -10.66086 -6.08039
H -24.88601 -9.75000 -8.31985
H -26.41271 -8.90118 -8.26109
H -26.46135 -10.55872 -8.30446
```

Output
- Kohn-Sham gap: 9.48 eV
- HOMO: -9.24 eV
- SMILES string: CCOC(=O)C(F)(F)F.CCOC(=O)C(F)(F)F.CCOC(=O)C(F)(F)F.COC(=O)OC.COC(=O)OC.COCCOC.COCCOC.COCCOC.COCCOC.COCCOC.COCCOC
- Energy: -118551.751 eV

Record 3
Density functional theory data (wB97M-V/def2-TZVPD) for a structure of composition C42H91FeO36P5S.

Structure (XYZ):
```
176
C42H91FeO36P5S, DFT wB97M-V/def2-TZVPD
Fe -1.61085 -0.01795 0.48715
S 0.85196 0.88340 0.17685
O 1.83885 -0.18917 0.18836
O -0.06692 0.81627 1.37323
O 1.41532 2.21038 0.00065
O -0.18116 0.56844 -0.88219
C 0.71614 4.46049 -1.64638
C 2.19760 4.75489 -1.90411
O 2.18484 5.91348 -2.72033
C 0.94258 6.16905 -3.14650
O 0.65826 6.97279 -3.97703
O 0.04694 5.38893 -2.50327
H 0.46005 4.60688 -0.60041
H 0.44000 3.43851 -1.89537
H 2.74991 3.93743 -2.37518
H 2.75442 4.90148 -0.97632
C 5.73762 1.75144 -1.46566
C 4.86902 2.92943 -0.96490
O 5.44521 3.23444 0.30800
C 6.47417 2.43948 0.58249
O 7.19788 2.52776 1.52281
O 6.63472 1.50010 -0.39421
H 6.22502 1.99656 -2.40631
H 5.09693 0.89204 -1.64536
H 3.81290 2.66598 -0.90294
H 5.02274 3.82731 -1.56299
C 2.44759 2.16563 3.54169
C 3.53564 2.72929 2.63465
O 3.32087 4.14610 2.76903
C 2.53792 4.41086 3.81424
O 2.23663 5.47732 4.24698
O 2.11897 3.24482 4.39296
H 2.80365 1.31624 4.13271
H 1.62404 1.73552 2.96219
H 3.33558 2.47042 1.59733
H 4.56072 2.48028 2.90399
C 4.09201 -2.03892 1.21739
C 4.30452 -0.59376 1.74112
O 5.07165 -0.77174 2.91941
C 5.24845 -2.09107 3.17343
O 5.73851 -2.50385 4.17626
O 4.78921 -2.83844 2.16094
H 4.52652 -2.11181 0.22344
H 3.03155 -2.28388 1.21136
H 3.36274 -0.07747 1.91697
H 4.80281 0.00280 0.97228
C -6.56981 1.56655 4.54262
C -5.19264 1.64726 3.90393
O -4.50591 0.40273 4.18073
P -2.97209 0.24802 3.79278
O -2.63655 0.14067 2.37211
O -2.32753 1.47708 4.55777
C -0.87874 1.47584 4.77275
C -0.56644 2.50329 5.82964
O -2.55060 -1.05354 4.59577
C -2.98618 -1.23534 5.96019
C -4.21644 -2.11652 6.02349
H -7.09118 2.50387 4.35033
H -7.09833 0.75875 4.03984
H -6.43596 1.43190 5.61278
H -5.24681 1.80340 2.82487
H -4.58579 2.45100 4.32790
H -0.59468 0.45573 5.03888
H -0.41828 1.68356 3.80596
H 0.48078 2.40767 6.12083
H -0.59989 3.48535 5.35848
H -1.17952 2.41538 6.72181
H -2.17419 -1.78056 6.44290
H -3.11013 -0.27636 6.46050
H -5.14744 -1.58582 5.83796
H -4.11177 -2.95787 5.33678
H -4.31205 -2.59712 7.00128
C -4.34182 -4.93008 -3.21841
C -3.02674 -4.25157 -2.87573
O -3.27789 -3.19173 -1.94477
P -2.93798 -1.68813 -2.25307
O -2.91032 -0.89159 -1.01668
O -4.04758 -1.17734 -3.27924
C -5.41267 -1.05227 -2.83370
C -5.84604 0.40421 -2.92312
O -1.60328 -1.74003 -3.06377
C -1.07102 -0.58181 -3.73694
C -0.54436 -0.99414 -5.10188
H -4.71032 -5.43058 -2.32102
H -5.07787 -4.25381 -3.64543
H -4.19057 -5.74706 -3.92918
H -2.34225 -4.98813 -2.45309
H -2.52473 -3.87269 -3.76789
H -6.04419 -1.65169 -3.49097
H -5.50834 -1.46769 -1.83008
H -5.02197 1.05946 -2.65431
H -6.18425 0.62290 -3.93654
H -6.72370 0.53465 -2.28780
H -1.80577 0.21359 -3.82648
H -0.24401 -0.19791 -3.13860
H 0.23956 -1.74432 -5.02848
H -1.37873 -1.32581 -5.72347
H -0.14069 -0.11165 -5.60272
C -2.75614 2.94457 -3.29658
C -3.32129 4.00662 -2.39261
O -4.06062 3.37353 -1.31041
P -3.32631 3.08143 0.05416
O -2.51834 1.85811 0.09343
O -2.45266 4.39036 0.33254
C -1.54859 4.42005 1.45183
C -2.22887 4.41180 2.80355
O -4.47714 3.10238 1.15693
C -5.71951 3.79379 0.93636
C -6.79291 2.87420 0.36151
H -1.94368 2.42319 -2.77969
H -3.51114 2.18581 -3.51148
H -2.38275 3.35691 -4.23338
H -2.57560 4.69684 -2.01096
H -4.03503 4.67035 -2.88496
H -0.78326 3.64596 1.32715
H -0.95984 5.33429 1.33395
H -1.55701 4.73192 3.59905
H -3.08143 5.09248 2.79139
H -2.57858 3.40855 3.04473
H -6.02797 4.09278 1.93636
H -5.57357 4.65386 0.28575
H -6.38681 2.00998 -0.15986
H -7.37744 2.43496 1.18010
H -7.54391 3.42993 -0.19787
C 7.36193 -1.95164 -1.30740
C 6.52488 -2.90425 -2.11825
O 5.19492 -2.35306 -2.33417
P 4.92124 -1.52990 -3.67384
O 5.74992 -0.33366 -3.84174
O 5.05060 -2.60793 -4.84919
C 4.15818 -3.74815 -4.89135
C 4.61473 -4.62747 -6.04645
O 3.35439 -1.30844 -3.61048
C 2.73512 -0.42057 -2.66375
C 2.34555 0.87271 -3.37252
H 7.00281 -1.80662 -0.28654
H 8.38994 -2.32156 -1.29241
H 7.40055 -0.93999 -1.71285
H 6.97473 -3.12075 -3.09134
H 6.38124 -3.87620 -1.64758
H 4.13792 -4.25957 -3.92781
H 3.17261 -3.31865 -5.07604
H 4.58876 -5.68923 -5.78840
H 3.96710 -4.52058 -6.91377
H 5.65265 -4.41079 -6.28897
H 1.81417 -0.89775 -2.34111
H 3.33470 -0.19638 -1.78611
H 3.21909 1.49746 -3.56657
H 1.87468 0.60240 -4.32072
H 1.61288 1.43832 -2.79500
C -0.44419 -6.64818 1.33633
C -1.65088 -5.86083 0.86168
O -1.75031 -4.50829 1.31519
P -0.67698 -3.41970 0.87310
O -1.20455 -2.05416 0.73722
O 0.49142 -3.56843 1.93905
C 0.34534 -2.84330 3.18103
C 1.26977 -1.66447 3.25369
O -0.07144 -4.01310 -0.45197
C 0.70961 -3.14071 -1.31125
C 0.89344 -3.81602 -2.64461
H -0.55468 -7.62549 0.85572
H 0.50155 -6.24297 0.98024
H -0.41209 -6.80839 2.41162
H -1.74032 -5.95332 -0.22284
H -2.55396 -6.34549 1.24025
H -0.70069 -2.58081 3.37068
H 0.54431 -3.56406 3.97975
H 2.30208 -1.99069 3.42283
H 1.29161 -1.08521 2.32805
H 1.01361 -1.01670 4.09154
H 0.19354 -2.18785 -1.43279
H 1.67450 -2.97116 -0.83130
H 1.67224 -3.28497 -3.18875
H 1.17225 -4.86956 -2.54033
H -0.02810 -3.87635 -3.22874
```

Output
- ⟨S²⟩: 6.006
- Spin multiplicity: 5
- Kohn-Sham gap (alpha / beta): 8.58 / 7.63 eV
- HOMO (alpha / beta): -8.43 / -7.47 eV
- Energy: -210426.007 eV

Computed F_max, in the same sequence as the records: 2.7, 4.9, 2.3 eV Å⁻¹.